(1)
{
  "formula": "C30H28MoN9O4",
  "method": "ωB97M-V/def2-TZVPD",
  "multiplicity": 3,
  "s2": 2.0285,
  "orbital_gap_ev": [6.12, 6.02],
  "e_above_lowest_kj_mol": 0.0,
  "charge": 3,
  "species": ["Mo", "O", "C", "N", "C", "O", "C", "C", "C", "C", "C", "N", "C", "C", "C", "C", "C", "N", "H", "H", "H", "H", "H", "H", "H", "H", "O", "C", "O", "C", "C", "C", "C", "C", "C", "N", "C", "C", "C", "C", "C", "C", "N", "H", "H", "H", "H", "H", "H", "H", "H", "H", "H", "C", "C", "C", "C", "N", "C", "N", "N", "N", "H", "H", "H", "H", "H", "H", "H", "H", "H", "H"],
  "xyz": [[-0.3884, -1.1640, -0.6710], [2.0818, -4.0171, 0.5443], [1.4857, -3.3410, -0.2190], [0.1102, -2.9018, -0.0170], [-0.8363, -3.9094, 0.4277], [-0.5319, -4.9445, 0.9103], [-2.2226, -3.4487, 0.1495], [-3.3240, -4.2090, 0.4691], [-4.5803, -3.6882, 0.1870], [-4.6721, -2.4224, -0.3783], [-3.5159, -1.7217, -0.6617], [-2.2975, -2.2354, -0.4244], [2.0037, -2.7655, -1.4944], [3.1817, -3.1844, -2.0661], [3.5438, -2.6328, -3.2907], [2.7159, -1.6835, -3.8703], [1.5607, -1.2951, -3.2145], [1.1997, -1.8326, -2.0411], [-3.1827, -5.1804, 0.9245], [-5.4736, -4.2556, 0.4132], [-5.6329, -1.9772, -0.5960], [-3.5594, -0.7231, -1.0752], [3.7764, -3.9356, -1.5625], [4.4528, -2.9456, -3.7877], [2.9565, -1.2441, -4.8283], [0.9043, -0.5508, -3.6424], [6.6902, 0.5639, 2.5132], [5.6716, -0.3018, 2.5051], [5.7226, -1.3467, 3.0778], [4.4406, 0.0538, 1.7017], [4.4788, 0.7978, 0.5274], [3.3291, 0.9782, -0.2278], [2.1355, 0.4304, 0.2275], [2.0815, -0.3085, 1.4072], [3.2400, -0.5029, 2.1362], [0.9441, 0.5206, -0.5577], [0.6424, 1.5333, -1.2803], [-0.4959, 1.4160, -2.2013], [-0.8731, 2.4366, -3.0444], [-1.8947, 2.2023, -3.9660], [-2.4770, 0.9494, -4.0193], [-2.0521, -0.0313, -3.1330], [-1.0988, 0.1944, -2.2232], [6.4585, 1.4266, 2.1482], [5.4143, 1.1998, 0.1576], [3.3840, 1.4969, -1.1771], [1.1429, -0.7129, 1.7748], [3.2368, -1.0996, 3.0387], [1.2322, 2.4461, -1.2538], [-0.3703, 3.3937, -2.9971], [-2.2107, 2.9854, -4.6430], [-3.2482, 0.7190, -4.7414], [-2.4727, -1.0287, -3.1602], [-1.3007, 3.4759, 4.0727], [-1.8786, 3.8976, 2.7267], [-0.7839, 4.1479, 1.6945], [-2.9326, 2.9165, 2.2102], [-2.3460, 1.5947, 1.8900], [-2.0459, 0.5757, 2.7103], [-1.4542, -0.3709, 2.0170], [-1.4223, 0.1160, 0.7718], [-1.9413, 1.2914, 0.6753], [-0.6689, 4.2661, 4.4753], [-0.6664, 2.5880, 3.9826], [-2.0815, 3.2784, 4.8092], [-2.4396, 4.8257, 2.8680], [-0.1670, 3.2526, 1.5511], [-0.1189, 4.9391, 2.0373], [-1.1955, 4.4518, 0.7295], [-3.3914, 3.2634, 1.2868], [-3.7092, 2.7341, 2.9513], [-2.2634, 0.5536, 3.7659]],
  "forces_ev_per_a": [[-0.1, 0.1, 0.3], [0.0, -0.1, 0.0], [0.0, 0.1, 0.1], [0.1, -0.1, -0.1], [0.1, 0.0, 0.0], [0.0, 0.0, 0.0], [0.0, 0.0, 0.0], [0.0, 0.0, 0.0], [0.0, 0.0, 0.0], [0.0, 0.0, 0.0], [0.0, 0.0, 0.0], [0.0, 0.1, -0.1], [0.0, -0.1, 0.0], [0.0, 0.0, 0.0], [0.0, 0.0, 0.0], [0.0, 0.0, 0.0], [0.0, 0.0, 0.0], [-0.1, 0.0, 0.0], [0.0, 0.0, 0.0], [0.0, 0.0, 0.0], [0.0, 0.0, 0.0], [0.0, 0.0, 0.0], [0.0, 0.0, 0.0], [0.0, 0.0, 0.0], [0.0, 0.0, 0.0], [0.0, 0.0, 0.0], [-0.1, 0.0, 0.0], [0.1, 0.0, 0.0], [0.0, 0.0, 0.0], [-0.1, 0.0, 0.0], [0.0, 0.0, 0.0], [0.0, 0.0, 0.0], [-0.1, 0.0, -0.1], [0.0, 0.0, 0.1], [-0.1, 0.0, 0.0], [0.0, 0.1, -0.1], [-0.1, -0.1, 0.0], [0.1, 0.0, 0.1], [0.0, 0.0, -0.1], [0.0, 0.0, 0.0], [0.0, 0.0, 0.0], [0.0, 0.0, 0.0], [0.0, 0.1, -0.2], [0.0, 0.0, 0.0], [0.0, 0.0, 0.0], [0.0, 0.0, 0.0], [0.0, 0.0, 0.0], [0.0, 0.0, 0.0], [0.0, 0.0, 0.0], [0.0, 0.0, 0.0], [0.0, 0.0, 0.0], [0.0, 0.0, 0.0], [0.0, 0.0, 0.0], [0.0, 0.0, 0.0], [0.0, 0.0, 0.0], [0.0, 0.0, 0.0], [0.0, 0.0, 0.0], [0.0, 0.0, 0.0], [0.0, -0.1, 0.2], [-0.1, 0.1, -0.1], [0.1, -0.2, 0.2], [0.0, 0.0, -0.2], [0.0, 0.0, 0.0], [0.0, 0.0, 0.0], [0.0, 0.0, 0.0], [0.0, 0.0, 0.0], [0.0, 0.0, 0.0], [0.0, 0.0, 0.0], [0.0, 0.0, 0.0], [0.0, 0.0, 0.0], [0.0, 0.0, 0.0], [0.0, 0.0, 0.0]]
}

(2)
{
  "formula": "C45H34AuF3N2OPSb",
  "method": "ωB97M-V/def2-TZVPD",
  "multiplicity": 3,
  "s2": 2.0566,
  "orbital_gap_ev": [8.53, 4.74],
  "charge": 2,
  "species": ["Au", "O", "C", "C", "C", "C", "C", "C", "C", "N", "C", "C", "N", "H", "H", "H", "H", "H", "H", "H", "C", "C", "C", "C", "C", "C", "P", "C", "C", "C", "C", "C", "C", "C", "C", "C", "C", "C", "C", "H", "H", "H", "H", "H", "H", "H", "H", "H", "H", "H", "H", "H", "H", "H", "F", "C", "C", "C", "C", "C", "C", "Sb", "C", "C", "C", "C", "F", "C", "C", "C", "C", "C", "C", "F", "C", "C", "H", "H", "H", "H", "H", "H", "H", "H", "H", "H", "H", "H"],
  "xyz": [[9.1678, -16.1959, 4.4936], [8.1155, -14.0317, 5.2958], [7.1177, -13.8178, 6.0372], [6.5812, -12.5044, 6.2637], [5.4143, -12.3121, 6.9250], [4.7060, -13.3999, 7.4751], [5.2507, -14.6683, 7.4838], [6.4471, -14.9069, 6.7898], [7.1185, -16.1771, 6.9486], [8.1597, -16.7640, 6.2711], [8.3643, -17.9847, 6.8208], [7.5149, -18.1576, 7.8743], [6.7636, -16.9949, 7.9695], [7.2164, -11.7002, 5.8855], [4.9770, -11.3007, 7.0655], [3.7485, -13.1693, 7.9461], [4.6601, -15.4677, 7.9064], [9.1295, -18.6789, 6.4987], [7.4650, -19.0129, 8.5280], [6.0974, -16.8182, 8.6960], [9.1289, -17.8978, -1.2273], [10.0923, -16.9083, -1.2654], [10.4821, -16.2753, -0.0614], [9.9552, -16.7154, 1.1493], [8.9515, -17.7108, 1.1450], [8.5183, -18.2760, -0.0281], [10.5799, -16.0020, 2.6773], [10.5666, -14.2351, 2.4027], [9.5611, -13.6417, 1.6154], [9.4426, -12.2740, 1.5721], [10.3430, -11.4835, 2.2610], [11.4778, -12.0389, 2.8900], [11.5792, -13.4277, 2.9473], [12.3127, -16.4432, 2.7738], [13.2391, -15.8620, 1.8648], [14.5849, -16.2772, 1.9044], [14.9680, -17.2643, 2.8128], [14.0677, -17.8441, 3.6203], [12.7140, -17.4455, 3.5995], [8.7903, -18.3689, -2.1472], [10.5476, -16.5707, -2.1965], [11.1334, -15.4416, -0.0599], [8.5212, -18.0217, 2.1102], [7.7561, -19.0754, -0.0411], [8.8611, -14.2828, 0.9990], [8.6192, -11.8242, 0.9761], [10.1961, -10.3796, 2.2769], [12.2381, -11.4091, 3.2901], [12.3797, -13.9112, 3.4875], [12.9019, -15.1127, 1.1925], [15.2862, -15.8108, 1.2006], [16.0145, -17.6141, 2.8606], [14.3319, -18.5917, 4.4181], [11.9355, -17.9593, 4.1413], [13.6992, -20.8158, 9.4419], [13.5245, -19.6134, 8.8779], [12.4531, -19.4777, 7.9892], [12.3246, -18.2582, 7.3111], [13.1075, -17.1627, 7.6169], [14.1678, -17.2906, 8.5123], [14.3518, -18.5362, 9.1604], [12.4350, -15.2893, 6.9463], [11.0631, -14.4868, 8.4093], [10.6296, -13.1848, 8.3942], [9.7773, -12.7459, 9.3789], [9.3980, -13.5762, 10.4607], [8.5124, -13.1404, 11.4274], [9.7983, -14.8922, 10.4424], [10.6530, -15.3392, 9.4137], [14.3433, -14.3995, 7.2071], [14.5117, -13.5685, 8.2846], [15.6030, -12.6868, 8.2788], [16.5311, -12.7671, 7.2341], [17.6299, -11.9414, 7.1882], [16.4144, -13.7115, 6.2255], [15.2994, -14.5758, 6.1707], [11.7770, -20.3180, 7.7718], [11.5734, -18.1625, 6.5035], [14.8438, -16.4447, 8.7967], [15.0858, -18.6593, 9.9602], [10.8816, -12.5594, 7.5411], [9.4406, -11.7004, 9.3766], [9.4729, -15.6009, 11.2292], [10.8991, -16.4217, 9.4146], [13.8368, -13.5216, 9.1246], [15.7342, -11.8719, 9.0502], [17.1786, -13.7678, 5.4396], [15.2137, -15.2229, 5.3102]],
  "forces_ev_per_a": [[1.0, -0.6, -0.3], [-1.2, 0.6, 1.0], [0.4, -1.0, 0.1], [0.7, 0.6, -0.4], [-0.4, 1.0, 0.1], [-0.3, 0.5, 0.3], [0.3, -0.1, -1.0], [0.3, 0.3, 0.0], [1.1, -0.8, -0.1], [-1.7, 1.3, 0.1], [-0.2, -0.3, 0.8], [0.1, 0.3, 0.1], [1.0, -1.6, -0.6], [-0.5, -0.1, 0.0], [0.5, -0.8, -0.2], [0.3, -0.4, -0.1], [0.2, -0.1, 0.2], [-0.2, 0.2, -0.2], [-0.3, 0.3, 0.2], [-0.2, 0.2, 0.0], [-0.4, -0.2, -0.2], [0.5, 0.9, 0.8], [-0.9, -1.3, -0.6], [-0.6, -0.5, -0.4], [0.3, 0.4, 1.3], [0.0, -0.6, -0.6], [-1.2, 0.3, 0.1], [0.4, 1.0, -0.9], [-0.5, -1.6, -0.3], [-0.8, 0.6, -0.5], [0.8, 1.2, 0.3], [-1.4, -0.5, -0.7], [-0.9, 0.1, 0.3], [0.5, 0.7, -1.3], [1.0, -1.1, 1.3], [-1.2, 0.8, -0.6], [2.1, 0.3, -0.9], [-1.9, -1.4, 2.7], [0.7, -0.6, 0.2], [0.2, 0.1, 0.1], [-0.2, -0.2, 0.2], [0.7, 0.6, -0.3], [0.2, 0.1, -0.5], [0.5, 0.7, 0.1], [0.8, 0.8, 1.0], [0.7, -0.3, 0.6], [0.2, -1.0, -0.1], [0.4, 0.3, 0.3], [0.3, 0.1, 0.0], [0.0, 0.6, -0.5], [-0.2, -0.4, 0.4], [-0.6, 0.4, -0.1], [0.0, 0.6, -1.2], [0.2, -0.2, 0.5], [0.2, 0.8, 0.0], [-0.9, 0.0, -0.5], [0.2, 0.2, -0.7], [-1.1, -1.1, -0.1], [-0.1, 0.0, -0.1], [0.5, -0.2, 1.1], [0.2, 0.5, 0.2], [0.9, 0.0, 0.7], [0.8, -1.2, -0.2], [-0.3, 0.5, -0.8], [-0.6, 1.2, 1.4], [-0.8, 0.5, -0.5], [1.5, -0.5, -1.5], [0.3, -0.9, 0.5], [-0.7, -1.2, 0.7], [-0.7, -1.0, -1.6], [1.2, 1.6, 0.0], [0.7, 1.0, 0.6], [0.6, 0.3, 0.2], [-1.6, -0.9, 0.3], [-0.2, -0.9, -0.7], [0.5, 2.1, 1.2], [0.5, 0.4, 0.1], [0.3, -0.1, 0.7], [-0.8, -0.9, -0.4], [0.0, 0.1, -0.5], [0.0, 0.2, 0.3], [0.0, -0.5, 0.0], [0.2, 0.6, -0.6], [0.0, 0.9, 0.0], [-0.4, 0.0, -0.1], [-0.1, -1.3, -0.8], [-0.3, 0.1, 0.5], [-0.3, -0.2, 0.1]]
}

(3)
{
  "formula": "C6H7N2",
  "method": "ωB97M-V/def2-TZVPD",
  "orbital_gap_ev": 10.06,
  "e_above_lowest_kj_mol": 820.5,
  "charge": 1,
  "species": ["C", "C", "C", "C", "C", "C", "N", "N", "H", "H", "H", "H", "H", "H", "H"],
  "xyz": [[1.7724, -0.4239, 0.7389], [2.8822, -0.5075, -0.0127], [-1.2896, -1.1765, 0.4119], [-0.4055, -0.8293, -0.7542], [-1.4352, 0.1621, -0.1816], [0.7112, 0.0467, -0.0804], [1.9708, 0.7179, -0.4912], [-0.3995, 1.0229, 0.3663], [-1.9205, -1.9363, 0.1669], [-0.7361, -1.1584, 1.4100], [-0.1413, -1.1627, -1.7730], [-2.3342, 0.3119, -0.6466], [1.9991, 1.6797, -0.2961], [-0.2383, 1.9110, -0.1727], [-0.4355, 1.3423, 1.3144]],
  "forces_ev_per_a": [[0.7, 0.6, 1.0], [0.4, 0.2, 0.0], [3.9, 1.1, 1.8], [2.2, 2.1, -0.2], [1.2, -2.4, -0.7], [-0.3, -0.1, -1.0], [-2.4, -3.3, -1.0], [0.4, 2.3, -0.8], [-2.2, -1.7, -0.1], [-1.1, -0.7, -1.3], [-1.0, -0.4, 0.8], [-1.9, 1.9, -0.9], [0.9, 1.6, 0.9], [-0.5, -1.0, 0.2], [-0.3, -0.2, 1.3]]
}

(4)
{
  "formula": "C22H26F3N3O3",
  "method": "ωB97M-V/def2-TZVPD",
  "orbital_gap_ev": 9.68,
  "e_above_lowest_kj_mol": 40.3,
  "species": ["C", "C", "C", "C", "C", "C", "C", "C", "N", "C", "O", "C", "C", "C", "C", "O", "N", "C", "C", "C", "C", "C", "C", "C", "F", "F", "F", "C", "C", "O", "N", "H", "H", "H", "H", "H", "H", "H", "H", "H", "H", "H", "H", "H", "H", "H", "H", "H", "H", "H", "H", "H", "H", "H", "H", "H", "H"],
  "xyz": [[-4.2527, -2.9925, 0.9830], [-4.6445, -1.5221, 1.1008], [-4.0212, -0.8932, 2.3427], [-4.2701, -0.7476, -0.1695], [-2.8351, -0.7874, -0.5599], [-2.3390, -0.5569, -1.8763], [-0.9885, -0.6652, -1.7523], [0.1531, -0.5603, -2.7102], [1.3207, -1.2088, -2.1599], [2.4050, -0.5007, -1.7545], [2.6134, 0.6361, -2.1113], [3.3055, -1.2828, -0.7999], [4.7165, -0.6859, -0.7468], [5.2174, -0.5515, 0.6915], [4.2621, 0.3331, 1.4640], [4.6038, 1.2979, 2.1174], [2.9689, -0.0473, 1.3252], [1.9090, 0.7509, 1.9060], [1.2400, 1.6497, 0.8967], [2.0145, 2.4049, 0.0240], [1.4227, 3.2335, -0.9116], [0.0456, 3.3392, -0.9708], [-0.7297, 2.6104, -0.0767], [-2.2163, 2.7862, -0.1356], [-2.8823, 2.1517, 0.8381], [-2.7442, 2.3376, -1.2983], [-2.5809, 4.0798, -0.0562], [-0.1430, 1.7579, 0.8475], [2.6475, -1.2495, 0.6015], [-0.6888, -0.9517, -0.4691], [-1.8411, -1.0203, 0.2529], [-4.6931, -3.4405, 0.0941], [-3.1718, -3.0865, 0.9242], [-4.5991, -3.5457, 1.8526], [-5.7358, -1.4623, 1.1927], [-2.9397, -0.9644, 2.2859], [-4.3644, -1.4073, 3.2374], [-4.2954, 0.1560, 2.4188], [-4.8516, -1.1256, -1.0148], [-4.5428, 0.3031, -0.0351], [-2.9059, -0.3329, -2.7539], [0.4236, 0.4897, -2.8731], [-0.1277, -1.0040, -3.6713], [1.1727, -2.1299, -1.7759], [3.3360, -2.3254, -1.1296], [5.4091, -1.2965, -1.3270], [4.6827, 0.3068, -1.2031], [6.2067, -0.0953, 0.7147], [5.2793, -1.5321, 1.1696], [2.3855, 1.3726, 2.6730], [1.1744, 0.0957, 2.3819], [3.0893, 2.3440, 0.0823], [2.0365, 3.7978, -1.5949], [-0.4325, 3.9872, -1.6897], [-0.7624, 1.1891, 1.5253], [1.5611, -1.3159, 0.5135], [2.9971, -2.1226, 1.1701]],
  "forces_ev_per_a": [[-0.1, 0.2, 0.0], [0.1, -0.1, -0.1], [-0.1, -0.1, -0.1], [-0.3, 0.0, 0.4], [0.6, 0.1, -0.5], [0.8, -0.1, 0.2], [-0.8, 0.0, 0.0], [0.1, 0.1, 0.0], [-0.4, -0.3, -0.2], [0.3, -0.5, 0.0], [0.1, 0.2, -0.1], [0.0, 0.3, 0.1], [0.0, -0.1, 0.0], [0.1, 0.1, -0.1], [0.3, -0.4, 0.0], [0.2, 0.4, 0.1], [-0.3, 0.2, 0.0], [0.1, 0.2, 0.3], [0.0, 0.1, 0.0], [-0.1, 0.0, 0.2], [-0.1, 0.1, 0.0], [0.0, -0.1, 0.1], [-0.1, 0.0, 0.0], [-0.3, 0.1, -0.1], [0.1, -0.2, 0.3], [0.1, 0.0, -0.2], [0.1, 0.2, 0.0], [0.0, 0.2, -0.1], [0.1, -0.5, -0.1], [0.3, 0.1, -0.7], [-0.6, -0.1, 0.8], [0.0, -0.1, -0.1], [0.1, -0.1, 0.0], [0.0, -0.1, 0.1], [0.1, 0.0, 0.0], [0.1, 0.0, 0.1], [0.0, 0.0, 0.1], [0.0, 0.2, 0.1], [0.0, 0.0, 0.0], [0.0, 0.0, -0.1], [-0.1, 0.1, -0.3], [-0.1, -0.2, 0.0], [0.0, 0.1, 0.1], [0.1, 0.1, 0.0], [0.0, 0.0, 0.0], [0.0, 0.0, 0.0], [0.0, -0.1, 0.0], [-0.1, 0.0, 0.1], [0.0, 0.0, 0.1], [-0.2, -0.2, 0.0], [0.0, 0.0, 0.0], [0.1, 0.0, 0.0], [0.1, 0.1, -0.1], [0.0, 0.1, -0.1], [-0.1, -0.1, 0.0], [0.1, 0.0, 0.1], [-0.1, 0.0, -0.1]]
}